Record 1
The following is a quantum chemistry calculation of C4H6N2OS as an isolated structure, from OMol25.

```
14
Properties=species:S:1:pos:R:3:forces:R:3:lowdin_charge:R:1
C 1.35912 0.79036 0.11042 0.1 1.6 1.8 -0.405
C 1.39314 -0.64812 -0.02888 -0.1 -2.1 2.2 -0.430
C 0.08527 1.47823 0.46532 0.4 2.8 -2.9 -0.025
C 0.17503 -1.49745 -0.36007 3.8 -2.3 -1.7 0.017
N 2.49624 1.40939 0.05080 -2.3 0.6 0.4 -0.252
N 2.74863 -1.05143 -0.19328 1.2 -1.2 -2.5 -0.331
O 2.23114 -1.30000 1.07848 -1.5 1.3 0.6 -0.060
S 3.68809 0.39039 -0.27911 1.5 -1.2 -0.4 0.966
H -0.50763 1.24216 1.30500 -0.1 -0.9 1.1 0.065
H -0.54662 1.33846 -0.44204 -0.1 0.1 0.6 0.094
H 0.29110 2.60344 0.48956 -0.3 -1.5 0.1 0.109
H -0.59912 -1.62776 0.31102 -1.7 0.9 1.4 0.062
H 0.53753 -2.56770 -0.41994 0.2 1.0 0.3 0.112
H -0.05691 -1.38293 -1.38880 -1.1 0.7 -0.8 0.077
```
Positions in Å, forces in eV/Å.

Values from the calculation:
* energy relative to the best compared isomer or geometry (same formula, charge and spin): 5.023 eV

Record 2
The following is a quantum chemistry calculation of C4H9NOS as an isolated structure, from OMol25.

```
16
Properties=species:S:1:pos:R:3:forces:R:3:lowdin_charge:R:1
C -1.01263 0.71171 0.70312 1.6 0.8 -1.5 -0.057
C -0.41911 -0.20909 -0.40981 -2.2 -1.2 5.3 -0.377
C -1.32864 -1.46462 -0.19930 -0.5 -0.9 -4.0 -0.058
C 1.89625 -0.07175 -0.14931 4.4 3.8 -0.1 -1.190
H -0.97592 0.24208 1.66559 -0.6 -0.5 0.3 0.091
H -0.47857 1.66497 0.86877 -0.3 0.1 -0.2 0.062
H -1.92836 0.94404 0.23135 -1.6 0.6 0.6 0.077
H -0.53492 0.25515 -1.34374 0.9 0.3 -1.5 0.128
H -2.34734 -1.27614 -1.02381 2.8 -0.9 3.1 0.173
H -0.71804 -2.36708 -0.57658 -1.2 1.3 0.1 0.096
H -1.48412 -1.71712 0.87159 -0.6 0.6 -0.9 0.077
H 2.63670 1.85732 -0.78326 -1.6 -1.6 1.3 0.126
H 0.79560 1.65835 0.24248 4.7 -0.8 -3.3 0.211
N 1.83568 1.24398 -0.44258 -3.9 3.1 1.1 0.051
O 0.83633 -0.63331 0.12163 -5.4 -2.9 -0.5 -0.108
S 3.22708 -0.83849 0.22385 3.5 -1.7 0.0 0.697
```
Positions in Å, forces in eV/Å.

Values from the calculation:
* energy relative to the best compared isomer or geometry (same formula, charge and spin): 4.466 eV

Record 3
The following is a quantum chemistry calculation of a 2-piece molecular cluster, C6H12O overall, from OMol25.

```
19
Properties=species:S:1:pos:R:3:forces:R:3:lowdin_charge:R:1
C -1.76020 -0.52834 -2.83370 -0.1 -0.1 0.4 -0.001
C -2.14740 -0.46643 -1.54795 2.4 0.0 -0.4 -0.176
C -1.67059 0.71791 -0.74469 -1.2 0.0 1.2 -0.200
C -0.87244 0.49414 0.52648 0.1 0.5 -1.1 -0.362
C 0.19733 1.25547 0.75753 -0.4 -1.8 0.4 0.032
C -1.25976 -0.66468 1.41152 -0.2 0.7 0.1 -0.058
H -0.82082 -0.04125 -3.08655 -0.7 1.0 -0.5 0.061
H -2.24921 -1.08633 -3.61744 0.3 -0.8 0.2 0.045
H -2.41372 -1.35294 -0.98468 -1.6 0.2 -0.3 0.089
H -1.22916 1.49949 -1.35509 0.3 -0.2 -0.3 0.105
H -2.63806 1.15346 -0.43752 0.0 0.2 0.1 0.126
H 0.79648 0.77997 1.52970 0.6 1.1 0.3 0.063
H 0.51193 2.04205 0.09457 0.2 0.1 0.1 0.057
H -0.39312 -1.29160 1.56477 0.0 -0.6 -0.2 0.081
H -1.60095 -0.39005 2.41190 0.1 0.4 -0.1 0.084
H -2.11555 -1.14805 0.96073 0.1 -0.7 0.1 0.054
O 6.52247 -0.63447 2.05663 -0.1 0.6 -0.6 -0.068
H 7.27218 -0.05879 1.86101 0.2 -0.2 0.3 0.032
H 5.87059 -0.27955 1.43277 -0.1 -0.3 0.3 0.036
```
Positions in Å, forces in eV/Å.

Values from the calculation:
* SMILES string: C=CCC(=C)C.O
* energy relative to the best compared isomer or geometry (same formula, charge and spin): 2.868 eV

| no. | highest occupied orbital energy (eV) | largest force on an atom (eV Å⁻¹) |
| --- | --- | --- |
| 1 | -8.75 | 4.8 |
| 2 | -7.88 | 6.2 |
| 3 | -9.02 | 2.5 |